The following is a quantum chemistry calculation of the molecule C10H10N2O2S at a distorted geometry, from the OMol25 dataset.

XYZ file:
```
25
Properties=species:S:1:pos:R:3:forces:R:3
C 2.7526 1.6780 -1.8303 1.751 0.417 -2.862
C -2.7791 0.8120 -1.5321 -0.017 2.412 -1.393
C 1.9632 1.4814 -0.7079 -0.340 2.184 1.025
C -1.3895 0.8388 -1.3202 0.486 0.703 -0.696
C 2.6328 0.5053 -2.5626 0.495 1.668 1.821
C -3.4542 0.2433 -0.5512 -2.358 -0.105 0.136
C 1.3699 0.2548 -0.7858 0.572 1.225 1.325
C -1.0729 0.2064 -0.1601 0.927 -0.527 -0.511
C 0.6115 0.2115 1.6582 0.693 -4.871 0.703
C 0.3632 -0.2228 0.1917 -1.672 0.338 0.633
N 1.9093 -0.3615 -1.8620 -2.893 -2.831 -0.755
N 0.4090 -1.7172 0.0098 0.347 -1.031 0.698
O -0.1268 -2.2021 -0.9913 0.850 0.288 1.307
O 1.0626 -2.3034 0.8628 -0.794 -0.342 -1.159
S -2.5151 -0.3745 0.6593 1.708 -0.423 0.799
H 3.4046 2.5336 -2.2403 -1.348 -1.333 1.280
H -3.3457 1.4997 -2.1666 0.523 -0.549 -0.441
H 1.8059 2.3012 0.0048 -0.148 -0.830 -0.044
H -0.7032 1.4056 -1.9965 -0.402 -0.956 0.800
H 3.1164 0.1326 -3.3680 1.461 -0.589 -2.599
H -4.5199 0.3944 -0.5174 -0.181 -0.550 0.500
H -0.2011 -0.2232 2.3060 0.664 0.482 -0.682
H 0.5895 1.2162 1.7335 -0.156 3.363 0.074
H 1.5748 -0.1804 2.1087 -1.005 0.484 -0.864
H 1.4766 -1.2230 -2.2956 0.837 1.375 0.905
```
Positions in Å, forces in eV/Å.

## Properties
Structure (SMILES) = C[C@](c1ccc[nH]1)(c1cccs1)[N+](=O)[O-]
HOMO = -8.5 eV
ΔE to the lowest compared entry with this formula, charge and spin = 3.631 eV
DFT total energy = -28438.415 eV
Orbital gap = 8.628 eV

Electronic structure analysis, Löwdin charges in units of e: -0.079 -0.203 -0.068 -0.100 -0.129 -0.483 -0.259 -0.433 -0.007 -0.347 0.084 -0.327 0.071 0.099 1.071 0.130 0.116 0.124 0.142 0.081 0.080 0.095 0.039 0.117 0.188


The following is a quantum chemistry calculation of the molecule C10H10N2O2S at a distorted geometry, from the OMol25 dataset.

XYZ file:
```
25
Properties=species:S:1:pos:R:3:forces:R:3
C 2.0510 -1.5337 1.9462 1.023 -0.087 0.485
C 2.2940 -0.4514 1.1510 -0.816 0.980 -2.735
C 0.8425 -2.1808 1.9009 -1.159 3.271 -1.603
C 1.2779 0.0228 0.2797 0.551 -0.184 0.862
C -0.2273 -1.6282 1.1491 2.508 -0.406 -0.033
C 0.0076 -0.5422 0.3015 0.535 -0.288 0.475
C -2.1287 0.5836 0.3322 -1.852 2.401 0.422
C -1.2829 2.5760 -0.6864 1.582 0.336 2.195
C -1.0756 0.0673 -0.5300 1.484 2.675 -2.121
C -1.4726 -0.7042 -1.8107 -0.052 2.259 -0.362
N -2.1929 2.0099 0.2181 -0.447 -1.134 -0.429
N -1.0438 3.8774 -0.7235 -1.839 -4.361 0.362
O -2.8426 -0.0703 1.0339 -0.426 -0.269 0.382
O -0.5346 1.4638 -1.0396 0.316 0.220 -1.037
S 0.2501 4.6139 -1.4578 -0.210 0.668 -0.806
H 2.8369 -1.8135 2.6313 -0.002 -0.436 0.089
H 3.2663 -0.0143 0.9421 0.042 -0.038 0.816
H 0.5792 -2.8261 2.6363 -0.490 -2.458 1.793
H 1.4437 0.8859 -0.3579 0.186 -0.285 0.131
H -1.1174 -2.1642 1.2451 -1.650 -0.227 -0.158
H -0.6726 -1.4025 -2.0162 -0.045 -0.057 -0.488
H -1.6877 0.0684 -2.6577 0.720 -1.514 1.453
H -2.3980 -1.1940 -1.6307 -0.727 -0.799 0.180
H -2.8942 2.5361 0.7071 -0.063 0.087 0.086
H -0.5300 5.7035 -1.7447 0.834 -0.356 0.041
```
Positions in Å, forces in eV/Å.

## Properties
Structure (SMILES) = C[C@@]1(c2ccccc2)O/C(=N\S)NC1=O
HOMO = -8.2 eV
ΔE to the lowest compared entry with this formula, charge and spin = 0.903 eV
DFT total energy = -28441.144 eV
Orbital gap = 8.906 eV

Electronic structure analysis, Löwdin charges in units of e: -0.102 -0.063 -0.052 0.005 0.011 -0.158 -0.392 -0.430 -0.273 0.050 0.193 -0.388 0.133 -0.044 0.687 0.106 0.107 0.071 0.116 0.099 0.090 0.136 0.075 0.154 -0.130


The following is a quantum chemistry calculation of the molecule C10H10N2O3 at a distorted geometry, from the OMol25 dataset.

XYZ file:
```
25
Properties=species:S:1:pos:R:3:forces:R:3
C 3.2658 0.7413 -1.4504 0.151 -0.078 -0.175
C 2.0245 0.0253 -1.8281 -0.404 -0.277 0.247
C 1.1935 -0.6095 -0.9230 0.293 -0.005 0.243
N 0.1345 -1.2222 -1.5393 -1.303 -0.892 0.005
O -0.6862 -1.8878 -0.8964 1.217 0.753 -0.591
C 1.5537 -0.7775 0.5188 -0.007 -0.295 -0.172
O 2.6851 -1.0752 0.8631 0.075 0.080 0.034
N 0.5452 -0.6858 1.4189 0.087 -0.124 0.509
C -0.7523 -0.1889 1.2396 -0.422 0.342 -0.012
C -1.8029 -0.7670 1.9456 0.196 0.031 -0.098
C -3.0879 -0.2841 1.7942 -0.026 0.054 0.035
C -3.3383 0.7822 0.9464 -0.122 0.028 -0.031
C -2.2911 1.3744 0.2623 -0.014 -0.024 -0.037
C -0.9999 0.9038 0.4146 0.072 -0.020 0.147
H -0.1832 1.3851 -0.1036 0.009 0.052 0.028
H -2.4759 2.2158 -0.3891 -0.018 0.072 -0.043
H -4.3442 1.1534 0.8234 -0.087 0.031 -0.002
H -3.8991 -0.7464 2.3365 -0.061 -0.040 0.049
H -1.6065 -1.6063 2.5961 0.021 -0.118 0.042
H 0.7639 -1.0576 2.3356 0.113 0.093 -0.186
O 1.7138 0.0351 -3.1073 0.276 0.218 -0.158
H 0.8838 -0.4780 -3.2226 0.031 -0.004 0.219
H 3.8489 0.9609 -2.3400 0.012 0.038 -0.026
H 3.0191 1.6752 -0.9454 -0.062 0.057 0.013
H 3.8356 0.1337 -0.7497 -0.027 0.029 -0.037
```
Positions in Å, forces in eV/Å.

## Properties
Structure (SMILES) = C/C(O)=C(/N=O)C(=O)Nc1ccccc1
HOMO = -8.7 eV
ΔE to the lowest compared entry with this formula, charge and spin = 1.882 eV
DFT total energy = -19652.911 eV
Orbital gap = 8.253 eV

Electronic structure analysis, Löwdin charges in units of e: 0.024 -0.269 -0.171 -0.023 -0.005 -0.419 0.067 0.145 -0.265 -0.026 -0.080 -0.093 -0.076 -0.036 0.111 0.104 0.100 0.104 0.115 0.162 0.115 0.124 0.094 0.107 0.089


The following is a quantum chemistry calculation of a cluster of 2 separate species, C10H10N3O2 in total at a distorted geometry, from the OMol25 dataset.

XYZ file:
```
25
Properties=species:S:1:pos:R:3:forces:R:3
C 1.8436 2.5526 1.5652 -0.222 0.622 1.880
C 2.1105 1.1738 1.7307 2.330 1.493 1.031
C 0.8470 2.8768 0.6496 0.580 -0.513 0.853
C 1.5592 0.2175 0.9530 -0.272 0.467 -0.458
C 0.2268 1.8941 -0.0838 -0.485 1.973 -0.888
C 0.5487 0.5732 0.0506 -0.074 -1.550 -0.727
C -0.4125 -1.7236 -0.5245 -1.987 0.307 -1.799
C -0.8115 -0.0596 -2.0229 1.148 -0.920 0.593
C -0.1122 -0.3850 -0.7916 -0.798 -0.571 0.141
C -0.1892 -2.4996 0.6769 -0.077 -0.425 1.553
N -1.1911 -2.2695 -1.5157 2.707 -0.543 2.310
N -1.1815 -1.3295 -2.4444 -1.165 1.023 -2.233
N -2.7702 -0.2840 -0.2840 -0.354 0.401 -1.143
O -3.0382 -1.4560 -0.5341 0.153 1.193 1.889
O -0.8914 1.0104 -2.6075 -0.315 0.737 -1.310
H 2.2687 3.3300 2.3023 -0.517 -1.301 -1.436
H 2.9683 0.8104 2.3539 -0.840 0.762 -0.254
H 0.4233 3.8355 0.4801 0.348 1.106 0.172
H 2.1358 -0.6761 0.9702 -0.589 -1.220 -0.192
H -0.4213 2.3222 -0.8689 -0.027 -1.204 0.512
H -0.6521 -3.4602 0.4728 -0.548 -0.103 0.626
H -0.3730 -2.0597 1.7464 0.154 -0.663 -2.170
H 0.8325 -2.7195 0.5253 1.702 -0.469 0.996
H -1.6720 -1.5870 -3.2878 -0.106 0.681 0.085
H -2.0483 -0.0874 0.4884 -0.747 -1.281 -0.030
```
Positions in Å, forces in eV/Å.

## Properties
HOMO = -3.1 eV
ΔE to the lowest compared entry with this formula, charge and spin = 0.000 eV
DFT total energy = -19094.600 eV
Net charge = -1
Orbital gap = 6.591 eV

Electronic structure analysis, Löwdin charges in units of e: -0.115 -0.140 -0.115 -0.066 -0.049 -0.181 -0.388 -0.504 -0.131 -0.070 0.013 -0.005 -0.012 -0.148 -0.038 0.107 0.103 0.083 0.100 0.119 0.069 0.119 0.046 0.139 0.063